1.
The following is a quantum chemistry calculation of a molecular structure, C4H8O2, from the OMol25 dataset.

Values from the calculation:
Net charge = 0
Energy relative to the best compared isomer or geometry (same formula, charge and spin) = 103.9 kcal per mole
E = -307.54688 hartree

Geometry as XYZ:
```
14
C4H8O2, DFT the ωB97M-V functional and the def2-TZVPD basis
C -2.221 -0.396 -0.604
C -0.708 -0.384 -0.530
O -0.322 0.573 0.443
C 1.034 0.829 0.460
C 1.991 -0.036 1.051
O 3.125 0.186 0.497
H -2.591 0.593 -0.889
H -2.653 -0.658 0.366
H -2.564 -1.124 -1.347
H -0.326 -1.381 -0.255
H -0.264 -0.118 -1.500
H 1.234 1.868 0.749
H 2.369 0.850 -0.266
H 1.897 -0.803 1.824
```

What are the natural (NBO) partial charges on each atom? They are as follows, in elementary charge units: -0.62, -0.06, -0.53, -0.28, 0.31, -0.61, 0.21, 0.21, 0.21, 0.16, 0.17, 0.24, 0.40, 0.18

2.
The following is a quantum chemistry calculation of a molecular structure, C4HO2Tl at a distorted geometry, from the OMol25 dataset.

Values from the calculation:
Net charge = +2
Energy relative to the best compared isomer or geometry (same formula, charge and spin) = 52.9 kcal per mole
E = -474.81876 hartree

Geometry as XYZ:
```
8
C4HO2Tl, DFT the ωB97M-V functional and the def2-TZVPD basis
O -2.513 0.144 0.575
C -1.376 0.193 -0.029
C -0.502 0.534 -0.870
H -3.130 -0.478 0.162
C 1.686 -0.831 -0.443
C 0.646 0.022 -0.224
O 2.015 0.780 -0.119
Tl 3.173 -0.363 0.948
```

What are the Mulliken partial charges on each atom? They are as follows, in elementary charge units: -0.27, 0.63, -0.48, 0.45, -0.07, 0.72, -0.19, 1.23

3.
The following is a quantum chemistry calculation of 3 unconnected molecules or ions with the total composition C3H10NO4 at a distorted geometry, from the OMol25 dataset.

Values from the calculation:
Net charge = -1
Energy relative to the best compared isomer or geometry (same formula, charge and spin) = 71.0 kcal per mole
E = -476.02257 hartree

Geometry as XYZ:
```
18
C3H10NO4, DFT the ωB97M-V functional and the def2-TZVPD basis
O -1.423 0.483 3.158
C -0.870 0.747 2.092
C -1.385 0.290 0.828
N -1.028 1.237 -0.294
C 0.452 0.887 -0.745
O 0.797 -0.373 -0.439
H 0.179 1.054 2.118
H -2.444 0.136 0.821
H -1.073 -0.735 0.625
H -1.633 0.893 -1.038
H 0.953 1.595 -0.044
H 0.428 1.068 -1.824
H 0.690 -0.691 -2.996
H -0.284 -0.974 -1.871
O -0.205 -1.000 -2.842
H 2.014 -0.889 0.468
H 2.190 -2.291 0.950
O 2.642 -1.438 1.033
```

What are the natural (NBO) partial charges on each atom? They are as follows, in elementary charge units: -0.57, 0.44, -0.37, -0.68, 0.10, -0.96, 0.12, 0.20, 0.24, 0.33, 0.11, 0.12, 0.46, 0.50, -0.99, 0.51, 0.44, -1.02